Model A:
A cluster of 10 separate species, H20O10 in total, computed with ωB97M-V with the def2-TZVPD basis set.

Atoms and positions in Å:
O: -3.415 3.902 -22.791
O: -0.356 4.151 -26.050
O: -4.852 1.188 -27.928
O: -3.020 3.445 -26.240
O: -5.451 4.345 -24.724
O: -2.000 7.019 -27.573
O: -2.075 0.199 -28.169
O: -2.107 6.186 -23.744
O: -2.908 4.755 -29.974
O: -4.555 1.120 -24.986
H: -5.527 1.668 -28.408
H: -2.738 6.824 -24.076
H: -4.527 2.047 -25.223
H: -0.143 4.451 -25.167
H: -6.223 3.788 -24.828
H: -2.908 0.653 -28.039
H: -3.976 4.475 -22.269
H: -3.486 3.380 -27.074
H: -2.163 6.816 -26.652
H: -1.062 7.206 -27.615
H: -2.632 5.410 -23.547
H: -4.007 3.501 -23.428
H: -4.452 0.657 -25.817
H: -3.374 4.233 -25.828
H: -5.567 4.757 -23.868
H: -2.397 3.992 -29.705
H: -4.929 0.287 -28.243
H: -1.174 3.665 -25.948
H: -2.248 -0.424 -28.874
H: -3.272 4.512 -30.826

Values from the calculation:
HOMO (spin up / spin down), eV: 0.0178 / -7.6814
Multiplicity: 2
HOMO-LUMO gap (spin up / spin down), eV: 2.4 / 10.2
Total charge: -1
Expectation value of S²: 0.7504

---

Model B:
A cluster of 10 separate species, H20O10 in total, computed with ωB97M-V with the def2-TZVPD basis set.

Atoms and positions in Å:
O: 18.522 11.362 10.405
O: 20.826 8.686 15.973
O: 18.458 8.214 14.774
O: 20.842 10.254 13.707
O: 17.087 10.550 14.635
O: 18.670 12.546 13.119
O: 23.818 12.808 11.183
O: 23.678 10.113 12.747
O: 20.133 11.948 16.524
O: 19.228 8.726 11.803
H: 20.328 12.853 16.767
H: 18.602 11.017 9.516
H: 19.080 13.398 12.966
H: 21.547 8.143 15.656
H: 19.705 8.710 12.632
H: 20.381 11.051 13.446
H: 24.183 10.279 11.951
H: 24.087 9.339 13.134
H: 17.979 10.896 14.591
H: 17.184 9.615 14.451
H: 20.730 9.370 15.310
H: 18.374 8.347 12.010
H: 18.830 10.650 10.966
H: 19.281 8.250 15.262
H: 23.278 12.087 11.507
H: 18.344 12.279 12.260
H: 24.497 12.383 10.659
H: 20.700 11.773 15.774
H: 21.659 10.275 13.208
H: 17.983 7.478 15.158

Values from the calculation:
HOMO (spin up / spin down), eV: 0.0292 / -7.7728
Multiplicity: 2
HOMO-LUMO gap (spin up / spin down), eV: 2.8 / 10.5
Total charge: -1
Expectation value of S²: 0.7504

---

model B is the most stable structure; the next one sits 16.9 kcal/mol above it.

---

Model A:
The molecule C17H26N2O3, computed with ωB97M-V with the def2-TZVPD basis set.

Atoms and positions in Å:
O: -1.940 1.950 -0.629
O: 2.758 1.651 0.497
O: 3.687 -0.980 1.215
N: -1.687 -0.235 0.011
N: -4.053 -0.865 -0.996
C: 0.167 -1.604 0.665
C: -6.156 -1.083 0.210
C: -0.325 -0.359 0.295
C: 4.849 -0.390 -0.872
C: 2.400 -0.678 0.870
C: 5.985 0.478 -1.404
C: -5.458 -1.216 -1.139
C: -2.387 0.841 -0.419
C: -3.874 0.518 -0.573
C: -6.023 0.350 0.716
C: -4.545 0.719 0.793
C: 5.036 -1.849 -1.279
C: 1.892 0.590 0.524
C: 0.543 0.725 0.229
C: 2.270 2.911 0.100
C: 4.773 -0.266 0.655
C: 1.512 -1.748 0.938
H: 5.009 -1.950 -2.362
H: 6.043 0.402 -2.488
H: -4.420 1.758 1.100
H: 4.246 -2.463 -0.853
H: -6.484 0.450 1.700
H: -5.970 -0.572 -1.875
H: -4.305 1.240 -1.288
H: -7.207 -1.358 0.107
H: -6.535 1.029 0.031
H: 5.825 1.521 -1.140
H: 5.994 -2.221 -0.921
H: 1.502 3.280 0.787
H: -2.238 -1.083 0.092
H: -4.049 0.080 1.527
H: 1.915 -2.707 1.221
H: 0.134 1.680 -0.048
H: 4.739 0.788 0.945
H: 3.131 3.577 0.131
H: 6.936 0.158 -0.985
H: 5.652 -0.732 1.110
H: -0.494 -2.456 0.729
H: -3.579 -1.009 -1.884
H: 1.866 2.886 -0.916
H: -5.512 -2.249 -1.494
H: 3.903 -0.029 -1.288
H: -5.689 -1.766 0.921

Values from the calculation:
HOMO, eV: -7.6090
HOMO-LUMO gap, eV: 8.4

---

Model B:
A cluster of 2 separate species, C17H26N2O3 in total, computed with ωB97M-V with the def2-TZVPD basis set.

Atoms and positions in Å:
O: -2.074 0.777 -0.917
O: -2.277 1.797 2.348
O: -1.514 3.058 6.768
N: -0.392 0.744 0.885
N: -0.263 0.142 -0.272
C: -0.612 -0.337 -2.505
C: 0.812 1.470 4.359
C: 2.435 -1.522 -7.314
C: 1.102 -2.497 -4.095
C: 2.452 -3.394 -5.739
C: -1.442 1.997 3.389
C: -0.461 -2.779 -3.634
C: -0.793 2.454 5.749
C: -1.035 0.299 -1.234
C: 3.155 -2.081 -6.087
C: -0.137 1.292 3.275
C: -0.683 -2.166 -2.294
C: 2.001 0.043 2.108
C: -1.709 2.376 4.552
C: 0.361 1.799 5.572
C: 0.642 0.760 2.075
C: 1.133 -3.397 -5.336
H: 3.106 -0.569 -7.516
H: 1.915 -0.339 1.074
H: 1.124 -1.598 -4.328
H: 0.710 -0.234 -0.411
H: -0.785 -3.581 -3.527
H: -2.837 2.729 4.510
H: 0.467 -0.084 -2.743
H: -1.324 -0.077 -3.207
H: -1.414 -2.278 -4.398
H: 0.649 -4.579 -5.308
H: 2.587 0.772 2.315
H: -1.796 1.542 1.472
H: 3.222 -4.011 -5.116
H: 1.720 0.981 4.452
H: 1.486 -1.112 -6.965
H: 1.489 -3.240 -3.243
H: -0.026 -2.372 -1.561
H: -1.669 -2.177 -1.961
H: 0.892 2.209 6.308
H: 4.200 -2.282 -6.637
H: 3.312 -1.543 -5.355
H: 1.918 -0.839 2.801
H: 2.530 -4.421 -6.772
H: -0.796 2.877 7.468
H: 2.492 -2.154 -8.127
H: 0.504 -3.153 -6.031

Values from the calculation:
HOMO, eV: -7.4600
HOMO-LUMO gap, eV: 7.1

---

model A is the most stable structure; the next one sits 386.0 kcal/mol above it.

---

Model A:
A cluster of 2 separate species, C3H10N5 in total, computed with ωB97M-V with the def2-TZVPD basis set.

Atoms and positions in Å:
N: -3.402 -0.183 0.253
N: 1.032 -1.231 -0.600
N: 2.447 -0.010 0.952
N: -0.786 -0.027 -0.076
N: -0.237 -1.166 -0.304
C: 1.995 -0.170 -0.407
C: 1.178 1.082 -0.627
C: -0.103 1.126 -0.268
H: 3.308 0.480 1.059
H: -1.865 -0.071 0.124
H: 2.580 -0.821 1.607
H: -3.761 0.757 0.236
H: 1.623 2.112 -0.832
H: -3.905 -0.739 -0.302
H: -3.465 -0.568 1.207
H: -0.723 1.954 -0.301
H: 2.724 -0.269 -1.207
H: 1.361 -2.255 -0.514

Values from the calculation:
HOMO, eV: -13.4060
HOMO-LUMO gap, eV: 9.2
Total charge: +1

---

Model B:
A cluster of 2 separate species, C3H10N5 in total, computed with ωB97M-V with the def2-TZVPD basis set.

Atoms and positions in Å:
N: 2.688 1.004 1.438
N: 0.306 -1.544 1.027
N: 2.377 -0.357 1.246
N: 0.113 0.599 -1.075
N: -1.085 0.539 -0.373
C: -2.068 -0.291 -0.631
C: 1.335 -0.942 1.170
C: -1.158 1.456 0.739
H: 0.300 -0.246 -1.535
H: 0.124 -2.472 1.434
H: 3.701 1.108 1.324
H: -2.054 -0.898 -1.528
H: 0.767 1.137 -0.402
H: -2.156 1.603 0.899
H: -0.771 0.799 1.614
H: -3.071 -0.219 -0.206
H: 2.485 1.218 2.383
H: -0.609 2.400 0.576

Values from the calculation:
HOMO, eV: -12.8667
HOMO-LUMO gap, eV: 8.4
Total charge: +1

---

model A is the most stable structure; the next one sits 46.1 kcal/mol above it.

---

Model A:
A cluster of 2 separate species, C2H5BrN2O2 in total, computed with ωB97M-V with the def2-TZVPD basis set.

Atoms and positions in Å:
Br: 2.832 -0.144 -0.029
O: -1.066 -1.875 0.262
O: -2.450 -0.306 0.754
N: -1.373 -0.680 0.369
N: -0.466 0.191 -0.092
C: 1.416 -1.285 -0.357
C: -0.299 1.549 0.007
H: -0.015 1.932 -0.984
H: 0.498 1.972 0.634
H: 0.848 -1.448 -1.285
H: 1.387 -2.008 0.374
H: -1.312 2.103 0.349

Values from the calculation:
HOMO, eV: -9.2400
HOMO-LUMO gap, eV: 7.4

---

Model B:
A cluster of 2 separate species, C2H5BrN2O2 in total, computed with ωB97M-V with the def2-TZVPD basis set.

Atoms and positions in Å:
Br: -5.133 1.788 -0.658
O: 2.333 0.807 -0.506
O: 0.257 1.654 -0.666
N: -0.871 -0.503 0.328
N: 1.160 -1.577 0.461
C: 0.430 -0.500 0.139
C: 1.133 0.657 -0.381
H: 0.659 -2.203 0.998
H: 0.729 2.434 -0.810
H: 2.115 -1.582 0.317
H: -1.329 -1.322 0.792
H: -1.485 0.348 -0.015

Values from the calculation:
HOMO, eV: -6.0552
HOMO-LUMO gap, eV: 2.8

---

model B is the most stable structure; the next one sits 134.7 kcal/mol above it.

---

Model A:
A cluster of 2 separate species, C3H8OS2 in total, computed with ωB97M-V with the def2-TZVPD basis set.

Atoms and positions in Å:
S: 2.982 -1.629 -0.345
S: 2.665 0.410 0.589
O: 3.944 1.073 0.745
C: -3.552 -0.472 1.125
C: 1.822 1.018 -0.920
C: -2.497 -0.489 0.276
H: -2.454 0.237 -0.535
H: -3.676 -1.117 2.078
H: 2.385 0.843 -1.822
H: 1.827 2.017 -0.888
H: 1.733 -1.550 -0.897
H: -4.453 0.113 1.085
H: 0.870 0.633 -0.953
H: -1.596 -1.087 0.461

Values from the calculation:
HOMO, eV: -9.3979
HOMO-LUMO gap, eV: 9.3

---

Model B:
A cluster of 2 separate species, C3H8OS2 in total, computed with ωB97M-V with the def2-TZVPD basis set.

Atoms and positions in Å:
S: -0.236 -1.518 -0.356
S: -2.030 0.633 -1.504
O: 4.108 0.063 1.691
C: -1.517 -1.167 -1.573
C: -0.962 1.095 -0.196
C: -0.761 -0.116 0.701
H: 4.626 0.851 1.972
H: -1.768 -0.350 1.095
H: -2.430 -1.747 -1.338
H: 3.637 0.354 0.878
H: -1.227 -1.402 -2.615
H: -0.002 1.400 -0.655
H: -0.065 -0.069 1.561
H: -1.372 1.972 0.341

Values from the calculation:
HOMO, eV: -8.6577
HOMO-LUMO gap, eV: 9.2

---

model B is the most stable structure; the next one sits 53.8 kcal/mol above it.